No. 1
10 unconnected molecules or ions with the total composition C11H41N2O12S in a non-equilibrium geometry. Source: the Open Molecules 2025 dataset; level of theory: wB97M-V/def2-TZVPD.

Last columns: bonded neighbours and bond lengths (Å).
Geometry (Å):
1 C -3.24 -0.20 0.09  S2 1.731, H9 1.086, H10 1.081, H11 1.084
2 S -1.72 -0.99 0.38  C1 1.731, O3 1.409, O4 1.417, N5 1.878
3 O -0.90 -1.08 -0.76  S2 1.409
4 O -1.87 -2.13 1.21  S2 1.417
5 N -0.94 0.26 1.53  S2 1.878, N6 1.430, H12 1.028, H13 1.030
6 N 0.02 -0.45 2.33  N5 1.430, C7 1.242
7 C -0.07 -0.32 3.56  N6 1.242, O8 1.139
8 O -0.11 -0.31 4.70  C7 1.139
9 H -3.07 0.87 0.13  C1 1.086
10 H -3.66 -0.51 -0.85  C1 1.081
11 H -3.86 -0.45 0.95  C1 1.084
12 H -0.46 0.97 0.95  N5 1.028
13 H -1.69 0.73 2.06  N5 1.030
14 C 3.00 -1.74 0.00  O15 1.432, H16 1.086, H17 1.091, H18 1.093
15 O 2.97 -1.08 1.28  C14 1.432, H19 0.960
16 H 3.60 -1.11 -0.66  C14 1.086
17 H 3.47 -2.72 0.08  C14 1.091
18 H 2.00 -1.84 -0.42  C14 1.093
19 H 2.44 -1.64 1.86  O15 0.960
20 C 6.42 -1.84 2.78  O21 1.427, H22 1.086, H23 1.092, H24 1.093
21 O 5.91 -2.05 1.47  C20 1.427, H25 0.962
22 H 6.94 -2.75 3.08  C20 1.086
23 H 7.14 -1.01 2.79  C20 1.092
24 H 5.62 -1.63 3.49  C20 1.093
25 H 5.45 -1.25 1.20  O21 0.962
26 C -1.81 -3.91 -2.50  O27 1.424, H28 1.087, H29 1.093, H30 1.092
27 O -2.84 -3.99 -3.48  C26 1.424, H31 0.960
28 H -2.03 -4.67 -1.75  C26 1.087
29 H -0.83 -4.11 -2.93  C26 1.093
30 H -1.81 -2.93 -2.02  C26 1.092
31 H -2.65 -3.34 -4.16  O27 0.960
32 C -4.34 2.12 -3.00  O33 1.437, H34 1.087, H35 1.092, H36 1.090
33 O -3.34 1.18 -2.56  C32 1.437, H37 0.962
34 H -4.71 2.64 -2.12  C32 1.087
35 H -3.90 2.84 -3.69  C32 1.092
36 H -5.16 1.61 -3.49  C32 1.090
37 H -3.01 0.72 -3.33  O33 0.962
38 C -1.04 4.99 -3.16  O39 1.428, H40 1.086, H41 1.093, H42 1.093
39 O -0.87 3.76 -2.45  C38 1.428, H43 0.960
40 H -0.11 5.54 -3.08  C38 1.086
41 H -1.25 4.81 -4.22  C38 1.093
42 H -1.85 5.59 -2.74  C38 1.093
43 H -1.69 3.26 -2.51  O39 0.960
44 C 1.30 -0.36 -3.50  O45 1.426, H46 1.086, H47 1.093, H48 1.093
45 O 1.23 0.22 -2.20  C44 1.426, H49 0.960
46 H 1.89 0.31 -4.12  C44 1.086
47 H 1.79 -1.34 -3.48  C44 1.093
48 H 0.30 -0.47 -3.95  C44 1.093
49 H 0.70 -0.36 -1.65  O45 0.960
50 C -1.66 2.51 5.54  O51 1.439, H52 1.086, H53 1.089, H54 1.089
51 O -2.64 2.14 4.56  C50 1.439, H55 0.963
52 H -0.79 2.87 5.00  C50 1.086
53 H -2.03 3.31 6.18  C50 1.089
54 H -1.37 1.65 6.15  C50 1.089
55 H -3.42 1.83 5.04  O51 0.963
56 C 7.61 -2.65 -1.74  O57 1.418, H58 1.087, H59 1.094, H60 1.096
57 O 8.01 -2.00 -0.54  C56 1.418, H61 0.965
58 H 8.17 -2.20 -2.56  C56 1.087
59 H 7.82 -3.72 -1.71  C56 1.094
60 H 6.54 -2.51 -1.93  C56 1.096
61 H 7.50 -2.38 0.18  O57 0.965
62 C -5.54 1.85 2.38  O63 1.432, H64 1.087, H65 1.092, H66 1.090
63 O -4.14 1.75 2.11  C62 1.432, H67 0.967
64 H -6.08 1.51 1.50  C62 1.087
65 H -5.83 1.22 3.23  C62 1.092
66 H -5.83 2.88 2.58  C62 1.090
67 H -3.66 2.06 2.89  O63 0.967

Summary:
Kohn-Sham gap = 0.2638 Ha
Lowest unoccupied orbital energy = -3.972 eV
HOMO = -0.4097 Ha
Electronic energy = -1853.7846 Eh
Charge = +1

What are the Löwdin partial charges on each atom? They are as follows, in elementary charge units: atom 1 (C): -0.120, atom 2 (S): 0.698, atom 3 (O): -0.242, atom 4 (O): -0.217, atom 5 (N): 0.030, atom 6 (N): 0.117, atom 7 (C): -0.214, atom 8 (O): 0.294, atom 9 (H): 0.070, atom 10 (H): 0.089, atom 11 (H): 0.082, atom 12 (H): 0.186, atom 13 (H): 0.149, atom 14 (C): -0.139, atom 15 (O): -0.139, atom 16 (H): 0.088, atom 17 (H): 0.085, atom 18 (H): 0.059, atom 19 (H): 0.057, atom 20 (C): -0.131, atom 21 (O): -0.145, atom 22 (H): 0.083, atom 23 (H): 0.085, atom 24 (H): 0.074, atom 25 (H): 0.066, atom 26 (C): -0.149, atom 27 (O): -0.115, atom 28 (H): 0.086, atom 29 (H): 0.084, atom 30 (H): 0.039, atom 31 (H): 0.070, atom 32 (C): -0.118, atom 33 (O): -0.150, atom 34 (H): 0.083, atom 35 (H): 0.080, atom 36 (H): 0.085, atom 37 (H): 0.087, atom 38 (C): -0.152, atom 39 (O): -0.130, atom 40 (H): 0.079, atom 41 (H): 0.077, atom 42 (H): 0.076, atom 43 (H): 0.031, atom 44 (C): -0.141, atom 45 (O): -0.142, atom 46 (H): 0.082, atom 47 (H): 0.079, atom 48 (H): 0.070, atom 49 (H): -0.005, atom 50 (C): -0.112, atom 51 (O): -0.153, atom 52 (H): 0.085, atom 53 (H): 0.090, atom 54 (H): 0.077, atom 55 (H): 0.091, atom 56 (C): -0.167, atom 57 (O): -0.134, atom 58 (H): 0.076, atom 59 (H): 0.076, atom 60 (H): 0.068, atom 61 (H): 0.036, atom 62 (C): -0.116, atom 63 (O): -0.169, atom 64 (H): 0.082, atom 65 (H): 0.084, atom 66 (H): 0.088, atom 67 (H): 0.029

No. 2
10 unconnected molecules or ions with the total composition C11H41NO10 in a non-equilibrium geometry. Source: the Open Molecules 2025 dataset; level of theory: wB97M-V/def2-TZVPD.

Last columns: bonded neighbours and bond lengths (Å).
Geometry (Å):
1 C -0.26 4.50 2.21  C2 1.523, H12 1.092, H13 1.090, H14 1.090
2 C -1.00 3.54 1.28  C1 1.523, C3 1.543, C4 1.534, N10 1.458
3 C -1.86 4.38 0.32  C2 1.543, H15 1.094, H16 1.097, H17 1.095
4 C 0.04 2.77 0.45  C2 1.534, C5 1.517, H18 1.096, H19 1.089
5 C -0.52 1.50 -0.18  C4 1.517, C6 1.513, H20 1.086, H21 1.091
6 C -1.20 0.65 0.87  C5 1.513, C7 1.514, H22 1.096, H23 1.102
7 C -2.31 1.36 1.62  C6 1.514, C8 1.546, C9 1.524, N10 1.450
8 C -3.51 1.57 0.67  C7 1.546, H24 1.092, H25 1.099, H26 1.090
9 C -2.72 0.51 2.82  C7 1.524, H27 1.093, H28 1.090, H29 1.085
10 N -1.75 2.61 2.11  C2 1.458, C7 1.450, O11 1.403
11 O -2.68 3.29 2.91  N10 1.403, H30 0.974
12 H 0.40 3.93 2.87  C1 1.092
13 H 0.32 5.22 1.63  C1 1.090
14 H -0.95 5.04 2.85  C1 1.090
15 H -2.66 4.97 0.78  C3 1.094
16 H -1.21 5.10 -0.20  C3 1.097
17 H -2.33 3.80 -0.49  C3 1.095
18 H 0.31 3.42 -0.39  C4 1.096
19 H 0.94 2.60 1.04  C4 1.089
20 H -1.18 1.72 -1.01  C5 1.086
21 H 0.34 0.93 -0.54  C5 1.091
22 H -0.47 0.23 1.57  C6 1.096
23 H -1.65 -0.24 0.42  C6 1.102
24 H -3.98 2.54 0.80  C8 1.092
25 H -4.32 0.85 0.85  C8 1.099
26 H -3.26 1.42 -0.38  C8 1.090
27 H -2.64 -0.54 2.53  C9 1.093
28 H -3.76 0.68 3.07  C9 1.090
29 H -2.07 0.72 3.67  C9 1.085
30 H -3.37 3.65 2.33  O11 0.974
31 C -1.03 -0.70 -3.08  O32 1.423, H33 1.089, H34 1.092, H35 1.092
32 O 0.32 -0.33 -2.83  C31 1.423, H36 0.974
33 H -1.41 -0.04 -3.86  C31 1.089
34 H -1.10 -1.72 -3.45  C31 1.092
35 H -1.64 -0.58 -2.18  C31 1.092
36 H 0.71 -0.98 -2.22  O32 0.974
37 C 0.47 -3.25 2.23  O38 1.422, H39 1.092, H40 1.093, H41 1.087
38 O -0.13 -2.26 3.06  C37 1.422, H42 0.959
39 H -0.02 -4.22 2.29  C37 1.092
40 H 0.43 -2.91 1.19  C37 1.093
41 H 1.51 -3.39 2.50  C37 1.087
42 H -1.04 -2.50 3.23  O38 0.959
43 O -0.42 -3.94 -1.31  H44 0.964, H45 0.969
44 H -0.03 -4.70 -1.76  O43 0.964
45 H 0.32 -3.32 -1.23  O43 0.969
46 O 1.76 -2.04 -1.21  H47 0.971, H48 0.974
47 H 2.17 -1.38 -0.62  O46 0.971
48 H 2.36 -2.11 -1.98  O46 0.974
49 O 3.51 -2.28 -3.33  H50 0.965, H51 0.964
50 H 4.39 -2.64 -3.18  O49 0.965
51 H 3.53 -1.89 -4.22  O49 0.964
52 O 3.02 -4.46 0.50  H53 0.965, H54 0.960
53 H 2.56 -4.97 -0.17  O52 0.965
54 H 3.57 -3.86 0.00  O52 0.960
55 O 2.76 1.07 -2.66  H56 0.975, H57 0.964
56 H 1.88 0.67 -2.71  O55 0.975
57 H 3.12 0.77 -1.82  O55 0.964
58 O 3.29 -0.14 0.39  H59 0.962, H60 0.963
59 H 3.57 0.63 0.90  O58 0.962
60 H 3.87 -0.86 0.65  O58 0.963
61 O 2.30 -4.95 -2.84  H62 0.962, H63 0.969
62 H 2.15 -5.40 -3.68  O61 0.962
63 H 2.56 -4.05 -3.07  O61 0.969

Summary:
Kohn-Sham gap = 0.2861 Ha
Lowest unoccupied orbital energy = -0.373 eV
HOMO = -0.2998 Ha
Electronic energy = -1250.7984 Eh
SMILES = CC1(C)CCCC(C)(C)N1O.CO.CO.O.O.O.O.O.O.O
ΔE to the lowest compared entry with this formula, charge and spin = 51.0 kJ/mol

What are the Löwdin partial charges on each atom? They are as follows, in elementary charge units: atom 1 (C): -0.038, atom 2 (C): -0.520, atom 3 (C): -0.035, atom 4 (C): -0.126, atom 5 (C): -0.175, atom 6 (C): -0.146, atom 7 (C): -0.524, atom 8 (C): -0.015, atom 9 (C): -0.025, atom 10 (N): -0.112, atom 11 (O): -0.016, atom 12 (H): 0.088, atom 13 (H): 0.086, atom 14 (H): 0.080, atom 15 (H): 0.080, atom 16 (H): 0.086, atom 17 (H): 0.076, atom 18 (H): 0.123, atom 19 (H): 0.116, atom 20 (H): 0.104, atom 21 (H): 0.095, atom 22 (H): 0.124, atom 23 (H): 0.124, atom 24 (H): 0.070, atom 25 (H): 0.085, atom 26 (H): 0.073, atom 27 (H): 0.077, atom 28 (H): 0.078, atom 29 (H): 0.093, atom 30 (H): 0.083, atom 31 (C): -0.124, atom 32 (O): -0.168, atom 33 (H): 0.082, atom 34 (H): 0.079, atom 35 (H): 0.070, atom 36 (H): 0.025, atom 37 (C): -0.155, atom 38 (O): -0.130, atom 39 (H): 0.085, atom 40 (H): 0.053, atom 41 (H): 0.065, atom 42 (H): 0.065, atom 43 (O): -0.070, atom 44 (H): 0.016, atom 45 (H): -0.023, atom 46 (O): -0.062, atom 47 (H): 0.029, atom 48 (H): 0.014, atom 49 (O): -0.030, atom 50 (H): 0.081, atom 51 (H): 0.088, atom 52 (O): -0.049, atom 53 (H): 0.027, atom 54 (H): 0.018, atom 55 (O): -0.069, atom 56 (H): -0.008, atom 57 (H): -0.004, atom 58 (O): -0.035, atom 59 (H): 0.067, atom 60 (H): 0.059, atom 61 (O): -0.049, atom 62 (H): 0.048, atom 63 (H): -0.003

Which of these has the highest Kohn-Sham gap?
C11H41NO10

Which of these has the lowest electronic energy?
C11H41N2O12S

Which value of lowest unoccupied orbital energy does entry 1 give?
-3.972 eV